No. 1
DFT (ωB97M-V/def2-TZVPD) results for a structure of composition C32H28HoN5O7S.

Its gap between HOMO and LUMO (alpha / beta) is 4.249 / 4.274 eV. For the HOMO energy (alpha / beta), the calculation gives -1.01 / -1.04 eV. The value obtained for the LUMO energy (alpha / beta) is 3.24 / 3.24 eV. The expectation value of S² is 6.00. The max |F| comes out at 5.19 eV/Å. The energy comes out at -3382.99618 a.u.

Geometry as ORCA input:
```
! wB97M-V def2-TZVPD RIJCOSX def2/J DEFGRID3
* xyz -2 5
Ho -0.11924 -0.63606 0.75183
S 1.73985 6.54828 -5.52885
O -0.05593 0.60890 2.56747
O 3.10940 6.60197 -6.11434
O 1.07591 -2.08010 2.12987
O -5.51237 -0.29141 2.54866
O 1.41116 7.89752 -5.15315
O 0.76783 5.56062 -6.00458
O -2.16049 -0.62291 0.00865
N -2.87108 -0.74490 2.25275
N -1.63704 -1.04742 2.41828
N 3.00264 6.85018 -3.31404
N 1.96944 4.66647 -3.52850
N 0.16019 1.33331 -0.39628
C 0.68748 -1.92486 6.29052
C -4.42971 -0.21985 0.38314
C 3.53058 6.44223 -2.17082
C -4.62956 0.33006 -0.88861
C 0.82343 -4.04084 -0.03609
C 2.44552 4.33773 -2.36905
C 4.31361 -2.58207 -0.65259
C 2.19043 -3.75875 0.07713
C -6.80387 -0.48930 0.61193
C 2.84235 -2.82625 -0.74437
C 0.80578 2.37523 -2.42109
C 1.14974 1.98630 0.26946
C -0.00273 -1.11629 4.16029
C -0.02813 1.56527 -1.72649
C -5.85892 0.32239 -1.45565
C 0.07018 -3.33964 -0.97216
C 1.67606 -2.87856 4.31220
C -3.10194 -0.63315 0.93003
C 1.99091 2.85841 -0.38923
C 2.32813 5.90373 -3.96126
C -5.56887 -0.41073 1.22636
C 1.68574 -2.70224 5.69394
C -0.79806 -0.19777 3.33877
C 3.32163 5.16220 -1.66403
C 1.82699 3.06575 -1.77573
C 0.22640 -5.07861 0.85616
C 0.70373 -2.51909 -1.93041
C 2.06480 -2.21131 -1.74367
C -6.99948 -0.07914 -0.69638
C -0.12842 -2.04847 -3.12125
C -0.22208 -1.19539 5.57370
C 0.97663 -1.99924 3.44620
H -0.88733 1.09868 -2.14167
H 1.28919 1.73235 1.27307
H -0.56509 -4.63807 1.45619
H -0.83133 -1.21982 -2.84309
H -8.03801 -0.05333 -1.01650
H -4.59145 -0.42344 2.83583
H 0.59803 -1.91770 7.36038
H 4.57957 -1.48816 -0.63797
H -3.80348 0.84533 -1.30091
H 3.88269 4.84404 -0.79539
H 0.93615 -5.51558 1.57732
H 4.82919 -3.11995 -1.44750
H 2.31357 -3.64960 3.84983
H -0.78181 -2.92262 -3.48543
H 2.51106 -1.44838 -2.36841
H -1.09982 -0.63675 5.99918
H -0.08273 -5.95132 0.27180
H 0.68142 2.49382 -3.52315
H 4.05526 7.20520 -1.63707
H 4.53742 -2.99489 0.33462
H 2.51048 -3.16214 6.24357
H 2.72847 -4.25629 0.88180
H 0.53411 -1.75769 -3.91568
H 2.77524 3.34285 0.18918
H -7.70365 -0.83980 1.10850
H -0.99501 -3.54965 -1.08295
H -6.03043 0.79102 -2.41759
H -1.32033 0.44968 4.14332
*
```

Mulliken population analysis, charges in e, atoms 1 to 4: 0.151, 1.118, -0.622, -0.713

No. 2
DFT (ωB97M-V/def2-TZVPD) results for a cluster of 2 separate species, C2H6ClN in total.

Its gap between HOMO and LUMO is 10.401 eV. For the HOMO energy, the calculation gives -9.43 eV. The value obtained for the LUMO energy is 0.97 eV. The max |F| comes out at 2.71 eV/Å. Its SMILES is C=CCl.N. The energy comes out at -594.70663 a.u.

Geometry as ORCA input:
```
! wB97M-V def2-TZVPD RIJCOSX def2/J DEFGRID3
* xyz 0 1
Cl -2.61112 -0.72933 -0.13836
N 1.33226 1.44213 -1.29703
C -1.15000 -0.44956 0.67156
C -0.61807 -1.34612 1.54250
H 0.63212 1.05417 -1.86868
H 0.40571 -1.16558 1.85940
H -0.56765 0.40187 0.27268
H -1.02449 -2.39239 1.89366
H 1.50525 2.34097 -1.68149
H 2.09600 0.84384 -1.25424
*
```

Mulliken population analysis, charges in e, atoms 1 to 4: -0.179, -0.622, -0.064, -0.576

No. 3
DFT (ωB97M-V/def2-TZVPD) results for a cluster of 2 separate species, C5H12N2OS in total.

Its gap between HOMO and LUMO (alpha / beta) is 6.272 / 6.767 eV. For the HOMO energy (alpha / beta), the calculation gives -6.36 / -6.61 eV. The value obtained for the LUMO energy (alpha / beta) is -0.09 / 0.16 eV. The max |F| comes out at 5.20 eV/Å. The energy comes out at -780.50686 a.u.

Geometry as ORCA input:
```
! wB97M-V def2-TZVPD RIJCOSX def2/J DEFGRID3
* xyz 0 1
S -2.98498 -0.12491 -1.40556
O -2.56570 -0.54848 -2.75028
N 1.18077 0.52237 0.12001
N -1.70029 -0.80960 -0.23804
C 2.31599 0.34536 0.67803
C -1.95037 -0.63929 1.07910
C -0.58475 -1.43371 -0.76880
C 3.28535 1.44631 0.88727
C 2.75441 -1.06936 0.85260
H -0.70890 -1.82154 -1.77916
H -0.16013 -2.20004 -0.19812
H 2.34598 -1.63810 1.74418
H -2.68560 0.08315 1.44752
H 3.51389 1.50226 2.00462
H 3.80833 -1.00358 0.95812
H 2.89093 2.40258 0.51945
H 0.96507 1.51869 -0.06079
H 4.25709 1.14775 0.43749
H 0.27772 -0.80564 -0.91021
H -1.20223 -0.83916 1.77434
H 2.47299 -1.68627 0.01442
*
```

Mulliken population analysis, charges in e, atoms 1 to 4: 0.184, -0.550, -0.475, 0.097

No. 4
DFT (ωB97M-V/def2-TZVPD) results for the molecule C2H2I2.

Its gap between HOMO and LUMO is 7.781 eV. For the HOMO energy, the calculation gives -9.36 eV. The value obtained for the LUMO energy is -1.58 eV. The max |F| comes out at 5.56 eV/Å. Its SMILES is C=C(I)I. The energy comes out at -672.69691 a.u.

Geometry as ORCA input:
```
! wB97M-V def2-TZVPD RIJCOSX def2/J DEFGRID3
* xyz 0 1
I -1.48089 -1.95220 -0.02437
I -1.93329 1.90895 -0.01359
C -0.35329 -0.19713 -0.08825
C 0.88206 0.02377 -0.00587
H 1.45005 0.92552 -0.24698
H 1.43537 -0.70891 0.37906
*
```

Mulliken population analysis, charges in e, atoms 1 to 4: 0.201, -0.067, -0.329, -0.324

No. 5
DFT (ωB97M-V/def2-TZVPD) results for a structure of composition C6H5LaN2O6.

Its gap between HOMO and LUMO is 6.709 eV. For the HOMO energy, the calculation gives -16.16 eV. The value obtained for the LUMO energy is -9.45 eV. The max |F| comes out at 8.19 eV/Å. The energy comes out at -823.45190 a.u.

Geometry as ORCA input:
```
! wB97M-V def2-TZVPD RIJCOSX def2/J DEFGRID3
* xyz 2 1
La 2.04060 -1.18271 0.33683
O -0.98995 1.08142 -2.56865
O 2.06397 1.94490 -1.46280
O 4.22580 -0.39148 -2.58266
O 1.18493 -1.88263 -1.99547
O -1.69042 -1.75877 -0.51834
O 0.31458 -0.30869 1.61686
N -1.97364 0.03024 1.73144
N -0.45841 1.33575 2.94072
C 3.77446 -0.66372 -1.55039
C -1.44525 0.05696 -2.13818
C -1.04011 -1.00578 -1.30462
C 0.53541 -1.13900 -1.20851
C -0.70779 0.36075 2.04205
C 1.97513 0.96198 -0.84965
H -2.24143 -0.67805 -2.23070
H -2.14150 -0.73041 1.04649
H -1.21221 1.84102 3.38385
H 0.49243 1.45649 3.27018
H -2.70661 0.67174 2.04154
*
```

Mulliken population analysis, charges in e, atoms 1 to 4: 1.652, -0.405, -0.050, -0.067

No. 6
DFT (ωB97M-V/def2-TZVPD) results for the molecule C4H9NO2.

Its gap between HOMO and LUMO is 10.614 eV. For the HOMO energy, the calculation gives -9.85 eV. The value obtained for the LUMO energy is 0.76 eV. The max |F| comes out at 0.77 eV/Å. Its SMILES is C[C@@H](CO)NC=O. The energy comes out at -363.04453 a.u.

Geometry as ORCA input:
```
! wB97M-V def2-TZVPD RIJCOSX def2/J DEFGRID3
* xyz 0 1
O -1.02051 1.72551 -1.13323
O -0.88662 -0.90565 -2.37185
N 0.48723 -0.84492 -0.53088
C -0.22002 0.01933 0.40547
C -0.17180 1.47175 -0.04724
C 0.36991 -0.20922 1.79479
C -0.04787 -1.40747 -1.64351
H -0.95834 0.98043 -1.75864
H 0.32593 -2.43593 -1.75159
H -0.20077 0.33806 2.54974
H -1.26901 -0.30552 0.39860
H -0.48805 2.12268 0.77468
H 1.43242 -1.11522 -0.30943
H 0.88354 1.70264 -0.27704
H 0.35354 -1.27275 2.05981
H 1.41043 0.13629 1.84032
*
```

Mulliken population analysis, charges in e, atoms 1 to 4: -0.536, -0.578, -0.163, 0.408

Relative energy (zero: lowest compared OMol25 entry of this formula, charge and spin) per entry: 0.0; 28.6; 60.4; 31.6; 0.0; 25.7 kcal per mole